This record from OMol25 describes an isolated ion of composition C4H12BrN2O5P2S and charge +1 at a distorted geometry. The level of theory is ωB97M-V/def2-TZVPD.

Geometry as ORCA input:
```
! RIJCOSX wB97M-V def2-TZVPD def2/J DEFGRID3
* xyz 1 1
N 0.0535 -3.4252 -0.9914
P 1.1386 -2.5711 -0.0894
O 1.4217 -3.5090 1.3435
O 2.5952 -2.4955 -1.0496
C 0.3411 -0.8662 0.2634
Br -1.5263 -1.2683 0.9794
C 1.0827 -0.0050 1.4653
O 0.1855 1.1487 1.7470
C 0.0601 2.0274 0.5681
P -1.7149 2.6643 0.2334
O -2.2093 2.5322 -1.4570
O -2.9596 1.8671 1.1702
S -1.7559 4.5990 0.6294
C 0.6548 1.4018 -0.8259
N 0.0946 -0.0244 -1.0043
H -0.2171 -4.3008 -0.4852
H 0.6107 -4.0593 1.6051
H 2.3521 -2.1518 -1.9753
H 2.1877 0.2989 1.2279
H 1.1246 -0.7067 2.4158
H 0.7135 2.9952 0.8150
H -2.6988 1.6664 -1.5950
H -3.2639 1.1081 0.5914
H 0.3407 2.0570 -1.7549
H 1.8484 1.3918 -0.8343
H -0.9530 0.1184 -1.1229
H 0.4935 -0.4931 -1.8696
*
```

Values from the calculation:
HOMO = -12.06 eV
SMILES = N=P(O)(O)[C@@]1(Br)CO[C@H](P(O)(O)=S)C[NH2+]1

Löwdin charges, unit e, in atom order:
1. N -0.233
2. P 0.685
3. O -0.210
4. O -0.200
5. C -0.679
6. Br 0.831
7. C -0.169
8. O -0.202
9. C -0.358
10. P 0.390
11. O -0.276
12. O -0.267
13. S 0.322
14. C -0.100
15. N 0.010
16. H -0.002
17. H 0.116
18. H 0.099
19. H 0.158
20. H 0.164
21. H 0.161
22. H 0.074
23. H 0.035
24. H 0.163
25. H 0.170
26. H 0.129
27. H 0.187



This record from OMol25 describes a 3-piece molecular cluster, C4H12BrO2S2 overall at a distorted geometry. The level of theory is ωB97M-V/def2-TZVPD.

Geometry as ORCA input:
```
! RIJCOSX wB97M-V def2-TZVPD def2/J DEFGRID3
* xyz -1 1
Br 0.7411 3.5077 0.8160
C -1.2652 0.5432 1.5774
S -2.0192 1.2412 0.1003
O -1.3169 0.3895 -0.9784
C -3.6281 0.5567 0.4702
H -1.1309 -0.5891 1.8229
H -1.6066 0.8972 2.5673
H -0.2354 0.8066 1.4259
H -3.3535 -0.4355 0.9968
H -4.2925 0.3922 -0.2836
H -4.0425 1.3062 1.2490
C 2.5902 0.1459 -0.1969
S 1.4859 -0.3714 -1.4816
O 2.2502 0.0593 -2.7406
C 1.8668 -2.1406 -1.4467
H 3.5776 -0.0213 -0.2751
H 2.3488 -0.0603 0.8156
H 2.4453 1.2313 0.0646
H 1.1821 -2.6514 -0.7898
H 2.9086 -2.4345 -1.1900
H 1.4942 -2.3727 -2.5234
*
```

Values from the calculation:
ΔE to the lowest compared entry with this formula, charge and spin = 80.5 kJ/mol
HOMO = -3.96 eV

Löwdin charges, unit e, in atom order:
1. Br -0.619
2. C -0.347
3. S 0.777
4. O -0.627
5. C -0.305
6. H 0.093
7. H 0.056
8. H -0.046
9. H 0.067
10. H -0.005
11. H 0.080
12. C -0.302
13. S 0.845
14. O -0.583
15. C -0.285
16. H 0.006
17. H 0.037
18. H 0.007
19. H 0.022
20. H 0.058
21. H 0.073



This record from OMol25 describes C4H12ClMg2O2 as an isolated structure at a distorted geometry. The level of theory is ωB97M-V/def2-TZVPD.

Geometry as ORCA input:
```
! RIJCOSX wB97M-V def2-TZVPD def2/J DEFGRID3
* xyz 3 1
Mg -3.2795 1.3877 -1.5229
Mg -3.3463 -0.4852 4.2713
Cl -2.8250 0.2533 1.3502
C 0.3956 4.0316 0.6058
C -0.1620 4.3426 -0.8245
O -1.4530 3.9056 -1.0697
H 1.4186 4.3972 0.6946
H 0.3044 2.9775 0.8679
H -0.2340 4.6039 1.2872
H 0.4811 3.9173 -1.5950
H -0.1784 5.4076 -1.0558
H -1.9319 4.6296 -1.4798
C 0.3401 -3.8869 -0.2538
C 1.5655 -4.6832 0.2053
O 2.2097 -5.0292 -1.0335
H 0.7931 -3.1567 -0.9244
H -0.1923 -3.3752 0.5480
H -0.3786 -4.4711 -0.8284
H 1.1746 -5.5212 0.7824
H 2.1717 -4.0105 0.8121
H 3.1266 -5.2348 -0.8371
*
```

Values from the calculation:
ΔE to the lowest compared entry with this formula, charge and spin = 595.3 kJ/mol
HOMO = -16.57 eV

Löwdin charges, unit e, in atom order:
1. Mg 1.467
2. Mg 1.468
3. Cl -0.296
4. C -0.039
5. C -0.296
6. O -0.112
7. H 0.093
8. H 0.064
9. H 0.076
10. H 0.121
11. H 0.136
12. H 0.101
13. C -0.097
14. C -0.261
15. O 0.004
16. H 0.073
17. H 0.058
18. H 0.081
19. H 0.129
20. H 0.122
21. H 0.108



This record from OMol25 describes C4H12ClMnO4 as an isolated structure at a distorted geometry. The level of theory is ωB97M-V/def2-TZVPD.

Geometry as ORCA input:
```
! RIJCOSX wB97M-V def2-TZVPD def2/J DEFGRID3
* xyz 1 6
Mn -12.2404 7.4878 16.2768
Cl -11.2528 8.4102 17.4525
C -8.6646 8.0146 17.5045
C -8.1297 7.1160 16.3034
O -9.0652 6.8932 15.3002
O -9.0323 9.2865 17.1101
H -8.0020 8.1592 18.3578
H -9.5314 7.5908 18.0115
H -7.7806 6.1421 16.6465
H -7.2786 7.6312 15.8583
H -9.1099 7.6585 14.7224
H -9.9880 9.2641 17.1980
C -10.9222 6.2938 20.6836
C -11.3293 7.2746 19.5257
O -10.6039 8.4770 19.6929
O -11.3448 6.9632 21.8665
H -9.8495 6.1348 20.7937
H -11.2803 5.2791 20.5094
H -12.3853 7.5445 19.5152
H -11.0973 6.7833 18.5808
H -10.5921 8.8765 18.8201
H -10.7546 7.6960 22.0570
*
```

Values from the calculation:
<S²> = 8.765
ΔE to the lowest compared entry with this formula, charge and spin = 878.4 kJ/mol
HOMO (spin up / spin down) = -13.11 / -13.11 eV

Löwdin charges, unit e, in atom order:
1. Mn 0.975
2. Cl 0.666
3. C -0.280
4. C -0.200
5. O -0.076
6. O -0.103
7. H 0.141
8. H 0.019
9. H 0.127
10. H 0.128
11. H 0.093
12. H -0.151
13. C -0.182
14. C -0.360
15. O -0.126
16. O -0.050
17. H 0.124
18. H 0.122
19. H 0.114
20. H 0.027
21. H -0.099
22. H 0.092



This record from OMol25 describes a 2-piece molecular cluster, C4H12ClNSi overall at a distorted geometry. The level of theory is ωB97M-V/def2-TZVPD.

Geometry as ORCA input:
```
! RIJCOSX wB97M-V def2-TZVPD def2/J DEFGRID3
* xyz 0 1
C -2.4890 1.1909 -1.5274
N -1.3604 1.5223 -0.6769
Si -0.1686 0.7982 0.2596
C 0.5350 -0.9769 0.6042
C -0.3461 -1.5833 1.7256
C 2.0895 -0.9110 1.0673
H -2.1658 0.4250 -2.2834
H -3.1420 0.6780 -0.9426
H -2.7387 2.1178 -2.0519
H 0.1193 1.5879 1.3893
H 0.4751 -1.5139 -0.2706
H -0.4767 -0.8001 2.4539
H -1.2662 -1.8927 1.3260
H 0.2704 -2.3843 2.1167
H 2.0263 -1.1474 2.0915
H 2.6486 0.0353 0.7539
H 2.6670 -1.6889 0.5969
Cl 1.6683 4.2901 -3.8019
H 2.5928 3.5831 -4.1451
*
```

Values from the calculation:
ΔE to the lowest compared entry with this formula, charge and spin = 495.1 kJ/mol
HOMO = -8.14 eV
SMILES = C/N=[SiH]\C(C)C.Cl

Löwdin charges, unit e, in atom order:
1. C -0.251
2. N -0.281
3. Si 0.759
4. C -0.491
5. C -0.131
6. C -0.106
7. H 0.072
8. H 0.022
9. H 0.066
10. H -0.056
11. H 0.042
12. H 0.057
13. H 0.056
14. H 0.075
15. H 0.037
16. H 0.081
17. H 0.054
18. Cl 0.319
19. H -0.323



This record from OMol25 describes C4H12FInO4 as an isolated structure at a distorted geometry. The level of theory is ωB97M-V/def2-TZVPD.

Geometry as ORCA input:
```
! RIJCOSX wB97M-V def2-TZVPD def2/J DEFGRID3
* xyz 2 1
In -1.5973 1.0685 0.2646
F -2.0294 2.5779 -1.2191
C -0.2374 -2.1571 0.5453
C -0.0183 -0.9528 1.4371
O -1.2833 -0.2585 1.6360
O -0.1780 -1.6936 -0.7434
H -1.2337 -2.5595 0.7286
H 0.5408 -2.9101 0.6696
H 0.7929 -0.3330 1.0550
H 0.2927 -1.2974 2.4233
H -1.2598 0.0916 2.5295
H -1.0469 -1.3224 -0.9133
C 1.1961 0.8686 -0.2809
C 0.5837 1.0957 -1.6347
O -0.7124 0.5197 -1.6557
O 0.4152 1.3375 0.8542
H 2.0988 1.4774 -0.3301
H 1.4510 -0.1863 -0.1793
H 1.2238 0.7924 -2.4632
H 0.5615 2.1793 -1.7507
H -0.6348 -0.2123 -2.2719
H 1.0749 1.8745 1.2992
*
```

Values from the calculation:
ΔE to the lowest compared entry with this formula, charge and spin = 0.0 kJ/mol
HOMO = -18.95 eV

Löwdin charges, unit e, in atom order:
1. In 1.420
2. F -0.313
3. C -0.173
4. C -0.139
5. O -0.038
6. O -0.034
7. H 0.155
8. H 0.168
9. H 0.079
10. H 0.173
11. H 0.165
12. H 0.076
13. C -0.153
14. C -0.139
15. O -0.107
16. O -0.103
17. H 0.172
18. H 0.132
19. H 0.179
20. H 0.152
21. H 0.151
22. H 0.177



This record from OMol25 describes C4H12IN2O as an isolated structure at a distorted geometry. The level of theory is ωB97M-V/def2-TZVPD.

Geometry as ORCA input:
```
! RIJCOSX wB97M-V def2-TZVPD def2/J DEFGRID3
* xyz 1 1
C -1.0555 2.7840 1.2872
C 0.2462 -1.5606 -1.7640
C 0.0746 -1.3497 0.7555
C 0.3577 0.5946 -0.5326
N -1.2822 1.3376 0.9643
N -0.1699 -0.7530 -0.5157
O 1.4978 0.9815 -0.0432
I -2.8883 0.9790 -0.3037
H -1.9703 3.3914 1.3597
H -0.6744 2.7303 2.2760
H -0.3792 3.1566 0.5022
H 0.2429 -0.7588 -2.5035
H 1.3137 -1.8718 -1.6274
H -0.5335 -2.3911 -1.9256
H 1.0399 -1.1444 1.3067
H -0.7326 -1.2020 1.5141
H 0.0910 -2.4083 0.7929
H 0.1748 1.0761 -1.5187
H -1.2717 -0.4723 -0.7510
H 1.7566 0.9099 0.9585
*
```

Values from the calculation:
ΔE to the lowest compared entry with this formula, charge and spin = 473.4 kJ/mol
HOMO (spin up / spin down) = -12.66 / -12.10 eV

Löwdin charges, unit e, in atom order:
1. C -0.231
2. C 0.053
3. C -0.065
4. C -0.288
5. N -0.488
6. N -0.254
7. O 0.068
8. I 0.941
9. H 0.068
10. H 0.060
11. H 0.080
12. H 0.089
13. H 0.126
14. H 0.144
15. H 0.129
16. H 0.117
17. H 0.090
18. H 0.155
19. H 0.001
20. H 0.206



This record from OMol25 describes a 3-piece molecular cluster, C4H12IO4 overall at a distorted geometry. The level of theory is ωB97M-V/def2-TZVPD.

Geometry as ORCA input:
```
! RIJCOSX wB97M-V def2-TZVPD def2/J DEFGRID3
* xyz -1 1
I 0.3715 2.8763 -0.0980
C 1.8819 -0.1808 -2.8629
C 0.4131 0.0206 -3.0766
O 0.1300 1.3949 -3.3038
O 2.6037 0.0001 -4.0902
H 2.1044 -1.1953 -2.5181
H 2.2037 0.5197 -2.0881
H -0.1833 -0.2245 -2.1937
H 0.0810 -0.5307 -3.9544
H 0.2634 1.9032 -2.4776
H 2.9688 0.8883 -4.0544
C -1.2406 -1.1592 3.6962
C -0.8371 -0.3341 2.4997
O -1.4586 0.9207 2.5849
O -2.5658 -1.7047 3.5326
H -1.1670 -0.5499 4.5957
H -0.5755 -2.0253 3.7420
H -1.0093 -0.8097 1.5285
H 0.2652 -0.2506 2.5594
H -1.0624 1.5741 1.9885
H -3.1870 -1.1331 3.9903
*
```

Values from the calculation:
ΔE to the lowest compared entry with this formula, charge and spin = 39.8 kJ/mol
HOMO = -4.35 eV

Löwdin charges, unit e, in atom order:
1. I -0.351
2. C -0.257
3. C -0.278
4. O -0.160
5. O -0.081
6. H 0.110
7. H 0.099
8. H 0.107
9. H 0.112
10. H -0.122
11. H 0.077
12. C -0.241
13. C -0.294
14. O -0.115
15. O -0.082
16. H 0.117
17. H 0.110
18. H 0.119
19. H 0.115
20. H -0.057
21. H 0.073



This record from OMol25 describes one molecule with the formula C4H12IPS at a distorted geometry. The level of theory is ωB97M-V/def2-TZVPD.

Geometry as ORCA input:
```
! RIJCOSX wB97M-V def2-TZVPD def2/J DEFGRID3
* xyz 0 1
C 0.4976 1.8834 -1.2262
P 0.0847 0.1946 -1.8001
I -0.9569 1.2079 -3.9552
C 0.7053 -0.7131 -0.2358
C -0.3954 -0.7061 0.8184
C 0.1025 -0.9245 2.2205
S -1.2427 -0.7975 3.4495
H -0.4203 2.4293 -1.0564
H 1.0831 1.8739 -0.3160
H 1.0664 2.3594 -2.0117
H 0.9934 -0.4814 -2.6177
H -1.1717 -0.3887 -1.6002
H 0.9638 -1.7261 -0.5272
H 1.6162 -0.2604 0.1448
H -1.1296 -1.4573 0.5464
H -0.9166 0.2503 0.7643
H 0.8232 -0.1639 2.4842
H 0.5686 -1.8966 2.3102
H -2.2717 -0.6830 2.6082
*
```

Values from the calculation:
HOMO = -8.64 eV
SMILES = C[PH2](I)CCCS

Löwdin charges, unit e, in atom order:
1. C -0.329
2. P 0.448
3. I 0.167
4. C -0.386
5. C -0.391
6. C -0.576
7. S 0.692
8. H 0.038
9. H 0.040
10. H 0.019
11. H -0.017
12. H -0.019
13. H 0.072
14. H 0.071
15. H 0.103
16. H 0.092
17. H 0.063
18. H 0.070
19. H -0.157



This record from OMol25 describes C4H12Li2O6 as an isolated structure at a distorted geometry. The level of theory is ωB97M-V/def2-TZVPD.

Geometry as ORCA input:
```
! RIJCOSX wB97M-V def2-TZVPD def2/J DEFGRID3
* xyz -2 1
Li -0.9329 -1.4394 0.4394
Li -0.4508 0.8017 -0.3093
O 0.6149 1.4186 1.3716
C -0.4562 1.6667 2.2173
C -1.6401 0.6711 2.1298
O -2.1633 0.2754 0.8926
H -0.8597 2.6853 2.0139
H -0.1863 1.5983 3.2917
H -2.4869 0.9678 2.8066
H -1.3325 -0.2465 2.6978
O 0.6018 -2.3479 1.3114
C 1.0456 -2.8808 0.0952
C 1.2269 -1.7935 -1.0030
O 0.0862 -0.9731 -1.3216
H 0.3011 -3.6166 -0.2853
H 1.9906 -3.3891 0.3630
H 1.5955 -2.2605 -1.9398
H 2.0321 -1.0980 -0.7234
O 0.9741 0.8885 -3.2270
H 0.4728 0.5314 -3.9639
H 0.6750 0.3204 -2.4469
O -0.6429 2.5448 -1.2721
H 0.1517 2.9720 -0.9170
H -0.6168 2.7034 -2.2211
*
```

Values from the calculation:
ΔE to the lowest compared entry with this formula, charge and spin = 0.0 kJ/mol
HOMO = 0.35 eV

Löwdin charges, unit e, in atom order:
1. Li 0.640
2. Li 0.617
3. O -0.412
4. C -0.498
5. C -0.490
6. O -0.476
7. H 0.064
8. H 0.068
9. H 0.067
10. H 0.076
11. O -0.442
12. C -0.487
13. C -0.395
14. O -0.484
15. H 0.065
16. H 0.070
17. H 0.073
18. H 0.092
19. O -0.130
20. H 0.007
21. H 0.001
22. O -0.102
23. H 0.050
24. H 0.030



This record from OMol25 describes a 2-piece molecular cluster, C4H12N2 overall at a distorted geometry. The level of theory is ωB97M-V/def2-TZVPD.

Geometry as ORCA input:
```
! RIJCOSX wB97M-V def2-TZVPD def2/J DEFGRID3
* xyz -1 2
C -0.2665 -1.1698 5.1666
C -1.0220 -2.5358 5.2822
C -0.4372 -3.7282 5.0881
H 0.5753 -1.0757 5.8973
H 0.0929 -0.8660 4.1866
H -0.9649 -0.3900 5.4444
H -1.9327 -2.3607 5.8563
H -0.8082 -4.6203 5.6038
H 0.5874 -3.7415 4.6550
N -0.1758 2.5767 -4.1716
C 0.0952 1.9096 -5.4534
N 1.3513 2.3852 -6.0831
H -1.0392 3.0822 -4.2185
H 0.7063 2.9685 -3.9054
H 0.2141 0.7969 -5.3485
H -0.6657 2.0240 -6.3645
H 1.7540 3.2040 -5.6075
H 1.9356 1.5411 -6.0278
*
```

Values from the calculation:
<S²> = 0.751
ΔE to the lowest compared entry with this formula, charge and spin = 224.9 kJ/mol
HOMO (spin up / spin down) = 1.61 / -5.56 eV

Löwdin charges, unit e, in atom order:
1. C -0.394
2. C -0.366
3. C -0.171
4. H 0.006
5. H 0.022
6. H -0.017
7. H 0.052
8. H 0.008
9. H 0.026
10. N -0.022
11. C -0.445
12. N -0.072
13. H 0.041
14. H 0.036
15. H 0.086
16. H 0.117
17. H 0.047
18. H 0.046



This record from OMol25 describes one molecule with the formula C4H12N2 at a distorted geometry. The level of theory is ωB97M-V/def2-TZVPD.

Geometry as ORCA input:
```
! RIJCOSX wB97M-V def2-TZVPD def2/J DEFGRID3
* xyz 0 1
C -1.6612 -0.9246 -2.0234
N -1.0103 0.0399 -1.1740
C -1.1154 -0.2598 0.2660
C -0.0630 0.5670 1.0212
N 1.2350 -0.0625 1.0045
C 2.3851 0.8172 0.9954
H -1.2096 -0.9531 -3.0165
H -1.6336 -1.9541 -1.6336
H -2.7111 -0.6814 -2.1997
H -0.0155 0.0086 -1.3801
H -0.9259 -1.3317 0.3692
H -2.0947 0.0242 0.6503
H -0.4977 0.7896 2.0030
H -0.0543 1.5334 0.5148
H 1.2506 -0.7465 1.7482
H 2.2445 1.5804 0.2359
H 3.2537 0.2433 0.6834
H 2.6234 1.3100 1.9355
*
```

Values from the calculation:
ΔE to the lowest compared entry with this formula, charge and spin = 96.9 kJ/mol
HOMO = -8.67 eV
SMILES = CNCCNC

Löwdin charges, unit e, in atom order:
1. C -0.164
2. N -0.138
3. C -0.236
4. C -0.260
5. N -0.130
6. C -0.137
7. H 0.074
8. H 0.071
9. H 0.071
10. H 0.094
11. H 0.103
12. H 0.109
13. H 0.107
14. H 0.112
15. H 0.107
16. H 0.075
17. H 0.071
18. H 0.070



This record from OMol25 describes a 2-piece molecular cluster, C4H12N2 overall at a distorted geometry. The level of theory is ωB97M-V/def2-TZVPD.

Geometry as ORCA input:
```
! RIJCOSX wB97M-V def2-TZVPD def2/J DEFGRID3
* xyz 0 1
C -0.5798 -0.1272 -0.0002
C 2.0998 0.3302 0.6516
C -1.8324 -0.2955 0.8387
C -0.5279 -1.0717 -1.1933
N -0.3207 1.2346 -0.3354
N 0.9284 1.5659 -0.6765
H -0.6732 1.8865 0.3588
H 1.1917 0.9607 -1.4513
H 0.4718 -0.3141 0.5822
H 2.2445 -0.7279 0.8806
H 2.9828 0.6275 0.0938
H 2.0141 0.9347 1.5516
H -2.7353 -0.1385 0.2447
H -0.6031 -2.1010 -0.8455
H -1.8695 -1.3080 1.2411
H -1.8472 0.3977 1.6833
H 0.4094 -0.9829 -1.7438
H -1.3534 -0.8710 -1.8804
*
```

Values from the calculation:
ΔE to the lowest compared entry with this formula, charge and spin = 394.2 kJ/mol
HOMO = -8.25 eV

Löwdin charges, unit e, in atom order:
1. C -0.479
2. C -0.053
3. C -0.057
4. C -0.059
5. N -0.154
6. N 0.039
7. H 0.123
8. H 0.039
9. H 0.099
10. H 0.013
11. H 0.007
12. H 0.017
13. H 0.081
14. H 0.080
15. H 0.079
16. H 0.076
17. H 0.067
18. H 0.082